(1)
# C5H8ClN3

The molecule C5H8ClN3 (ωB97M-V with the def2-TZVPD basis set, OMol25).

Atoms and positions in Å:
H 1.90607 -0.69056 2.03115
N 1.66120 0.00600 1.36256
C 2.07762 -0.01817 0.16468
N 2.95425 -1.03365 -0.23199
N 1.94606 1.00837 -0.79280
C 0.82582 1.52036 -1.09208
C -0.49289 1.14726 -0.61024
C -1.10097 -0.00876 -0.38672
C -2.42211 -0.34173 0.25038
Cl -0.34302 -1.50868 -0.89086
H 2.72761 -1.93384 -0.01166
H 3.58315 -0.97209 -1.05732
H 0.79609 2.37850 -1.77709
H -1.07980 1.94522 -0.22268
H -3.08102 -0.31288 -0.48474
H -2.81111 0.48497 0.89905
H -2.26516 -1.40420 0.73462

Force components x, y, z for each atom (eV/Å):
H 0.72 -0.71 -0.20
N -1.80 2.09 -0.87
C 1.54 -1.40 1.15
N 1.66 2.41 -2.34
N -0.07 0.12 0.24
C 0.14 -0.21 -0.33
C -0.91 -0.58 1.01
C 0.76 -0.90 -0.11
C 3.14 -0.21 3.82
Cl 0.18 0.03 -0.35
H -0.74 -2.48 0.93
H -1.24 0.37 0.88
H 0.39 -0.22 0.15
H -0.35 1.01 0.05
H -3.28 -0.84 -3.47
H 0.78 -0.91 0.12
H -0.93 2.43 -0.69

The calculation puts the highest occupied orbital energy at -8.9 eV. For the relative energy (zero: lowest compared OMol25 entry of this formula, charge and spin), the calculation gives 34.8 kcal/mol. The SMILES is [H]/N=C(N)/N=C\C=C(\C)Cl. Its electronic energy is -819.714814 a.u. The HOMO-LUMO gap comes out at 0.34455 Eh.

***

(2)
# C5H8ClN3O3

A 2-piece molecular cluster, C5H8ClN3O3 overall (ωB97M-V with the def2-TZVPD basis set, OMol25).

Atoms and positions in Å:
C 0.48059 -0.71954 0.96002
C -1.38256 1.25429 -1.19203
C -0.25265 -3.07035 1.51323
C 1.74072 0.60757 -0.61658
C -1.06972 -0.09586 -1.50964
N -1.09324 2.22393 -1.96491
N 0.20340 -1.78513 1.17196
N -1.55097 -1.21763 -0.95106
O -0.92509 -2.25705 -1.25333
O -2.26986 -1.25230 0.03700
O 0.93058 0.37391 0.63216
Cl -2.30227 1.52668 0.32880
H -1.05121 -2.77628 2.16199
H 0.57761 -3.66816 1.99774
H -0.55677 -3.58013 0.53673
H 2.74178 0.46829 -0.19637
H 1.61759 1.62874 -0.79367
H 1.68223 -0.15606 -1.36140
H -0.61110 -0.23932 -2.46444
H -1.41460 3.11892 -1.66032

Force components x, y, z for each atom (eV/Å):
C 1.02 1.54 -1.64
C -1.12 0.35 -0.36
C 0.69 -1.46 -0.97
C 2.03 -1.45 2.34
C -0.50 1.22 -0.80
N 0.48 -0.93 0.04
N 0.22 -1.97 0.59
N 2.31 -0.25 1.32
O -0.06 -1.49 -1.35
O -1.76 0.16 0.72
O 0.01 1.49 -0.08
Cl 0.28 0.39 -0.13
H -0.87 -1.06 0.48
H -1.04 0.88 -0.31
H -0.02 0.86 1.47
H 0.11 0.27 -0.15
H -0.74 1.19 -0.94
H -1.18 -0.08 -0.54
H 0.30 -0.14 -0.17
H -0.18 0.51 0.48

The calculation puts the highest occupied orbital energy at -7.6 eV. For the relative energy (zero: lowest compared OMol25 entry of this formula, charge and spin), the calculation gives 107.4 kcal/mol. Its electronic energy is -1045.245975 a.u. The HOMO-LUMO gap comes out at 0.27729 Eh.

***

(3)
# C5H8ClNS

The molecule C5H8ClNS (ωB97M-V with the def2-TZVPD basis set, OMol25).

Atoms and positions in Å:
C -2.35568 -0.72328 -0.21682
N -1.40040 0.05800 -0.91723
C -0.41677 0.82894 -0.15440
C 0.46186 -0.04181 0.63179
C 1.76650 -0.13074 0.68679
Cl 2.45998 -1.38599 1.71157
C 2.73294 0.70613 -0.09829
S 4.28840 0.40228 -0.29124
H -3.17364 -0.12598 0.20564
H -2.86177 -1.35160 -0.93207
H -2.01128 -1.46898 0.56812
H -0.87909 -0.60582 -1.44072
H 0.11813 1.46494 -0.81125
H -0.93883 1.55780 0.49652
H -0.10252 -0.73821 1.25678
H 2.31217 1.55431 -0.69521

Force components x, y, z for each atom (eV/Å):
C -1.32 -1.06 1.48
N 0.67 0.61 -0.10
C -1.14 0.69 0.46
C -1.36 -0.57 1.02
C 2.12 0.29 -0.28
Cl -0.06 0.41 -0.32
C -1.08 -0.06 -0.36
S 0.49 -0.02 0.12
H 0.39 0.12 0.18
H -0.15 -0.23 -0.46
H 0.01 0.97 -0.52
H 0.60 -0.33 -0.94
H 0.58 0.44 -0.94
H -0.01 -0.54 -0.02
H 0.27 0.05 -0.11
H -0.02 -0.77 0.79

The calculation puts the highest occupied orbital energy at -8.9 eV. For the relative energy (zero: lowest compared OMol25 entry of this formula, charge and spin), the calculation gives 33.9 kcal/mol. The SMILES is CNC/C=C(/Cl)C=S. Its electronic energy is -1108.385088 a.u. The HOMO-LUMO gap comes out at 0.29588 Eh.

***

(4)
# C5H8ClPS2

The molecule C5H8ClPS2 (ωB97M-V with the def2-TZVPD basis set, OMol25).

Atoms and positions in Å:
C -2.00520 -0.96536 0.34291
C -0.64724 -0.55350 -0.20607
C 0.27360 -1.55373 -0.21657
P 1.87636 -0.99202 -1.08142
Cl 3.02345 -2.18559 -0.01821
S 1.88993 0.69335 0.64745
S 3.28956 2.06349 0.75544
C 0.36797 1.62916 0.24137
C -0.44864 0.80792 -0.74322
H -2.62743 -0.74453 -0.43208
H -2.23157 -0.40092 1.22413
H -2.01565 -2.00701 0.77645
H 0.13711 -2.50867 0.11878
H 0.68905 2.62412 -0.08179
H -0.28063 1.83950 1.08696
H 0.15962 0.88094 -1.54063
H -1.45030 1.37286 -0.87350

Force components x, y, z for each atom (eV/Å):
C 2.62 -0.76 2.37
C -0.34 -3.46 0.72
C 1.26 5.18 -2.90
P -2.16 0.75 1.10
Cl 1.53 -1.03 0.68
S -0.14 -0.01 0.51
S 0.18 -0.10 -0.30
C -0.20 0.30 0.52
C -2.84 1.66 2.64
H -2.57 0.09 -1.78
H -0.46 0.94 0.37
H -0.03 0.85 -1.24
H -0.30 -2.25 0.92
H 0.08 -0.38 -0.51
H 0.50 -0.37 0.77
H 1.34 -0.31 -3.67
H 1.54 -1.10 -0.21

The calculation puts the highest occupied orbital energy at -7.7 eV. For the relative energy (zero: lowest compared OMol25 entry of this formula, charge and spin), the calculation gives 43.6 kcal/mol. The SMILES is CC1=CP(Cl)#S(=S)CC1. Its electronic energy is -1793.179004 a.u. The HOMO-LUMO gap comes out at 0.26799 Eh.

***

(5)
# C5H8CrLiO3

C5H8CrLiO3 as an isolated structure (ωB97M-V with the def2-TZVPD basis set, OMol25).

Atoms and positions in Å:
C -1.94064 -0.87202 -3.36414
C -2.30417 -1.89388 -2.82466
H -1.71109 0.07823 -3.81869
H -2.96550 -2.66719 -2.45034
H -1.46494 -0.80752 -1.45794
Li 2.54955 -0.85202 -1.93416
O 0.13488 0.34962 0.84328
Cr -2.12370 0.31542 1.30933
O -1.22961 -0.42547 -0.56547
C 0.05098 -0.17276 -0.35833
O 0.95529 -0.41439 -1.11879
C 1.43806 0.65645 1.42518
C 1.20073 1.29594 2.76651
H 1.98643 -0.28948 1.50329
H 1.95265 1.32679 0.72720
H 0.67143 0.61171 3.44221
H 2.17524 1.53605 3.20982
H 0.62443 2.22450 2.66570

Force components x, y, z for each atom (eV/Å):
C -0.09 -0.12 0.52
C -0.68 0.66 -0.14
H 0.14 -0.38 -0.12
H 0.68 -0.11 -0.16
H -0.76 -0.77 -1.85
Li 0.48 -0.17 -0.42
O -1.89 0.08 0.38
Cr 1.23 -0.29 -0.95
O -1.08 0.88 2.11
C 1.68 -0.58 -1.02
O -0.93 0.30 0.78
C 1.72 0.45 0.75
C -0.27 0.00 -0.05
H -0.23 0.13 -0.01
H -0.23 -0.08 0.12
H 0.24 0.04 0.01
H -0.27 -0.01 0.02
H 0.26 -0.03 0.03

The calculation puts the highest occupied orbital energy (spin up / spin down) at -21.0 / -21.0 eV. As for the spin multiplicity: 5. For the relative energy (zero: lowest compared OMol25 entry of this formula, charge and spin), the calculation gives 0.0 kcal/mol. As for the charge: +3. The expectation value of S² is 6.015. Its electronic energy is -1471.802265 a.u. The HOMO-LUMO gap (spin up / spin down) comes out at 0.16436 / 0.24163 Eh.

***

(6)
# C5H8ErLiO3

C5H8ErLiO3 as an isolated structure (ωB97M-V with the def2-TZVPD basis set, OMol25).

Atoms and positions in Å:
C 0.40731 -3.41642 1.06557
C 1.25336 -3.16621 2.07452
H -0.67695 -3.41788 1.23287
H 0.79748 -3.75782 0.09402
H 2.09458 -3.63415 2.59465
Er 1.04050 -0.71616 2.75736
O -1.01899 1.12922 -0.68481
Li -3.07687 1.08820 -1.35372
O -2.61840 -0.06910 0.13095
C -1.42569 0.23462 0.23653
O -0.56766 -0.27369 1.00889
C 0.31184 1.68032 -0.64980
C 0.46381 2.63308 -1.80918
H 0.44100 2.19942 0.30954
H 1.02983 0.85199 -0.72056
H -0.21720 3.48815 -1.70702
H 1.49241 3.01762 -1.81490
H 0.26966 2.12881 -2.76491

Force components x, y, z for each atom (eV/Å):
C 0.73 -0.75 0.67
C -0.74 1.37 0.44
H 0.03 0.40 -0.34
H -0.17 0.02 0.00
H 0.16 -0.16 -0.49
Er -2.69 -0.33 -3.08
O -0.04 -0.03 0.42
Li -0.24 -0.02 -0.04
O 1.25 0.11 0.65
C -2.84 0.53 -2.51
O 4.04 -1.46 4.49
C 0.63 0.19 -0.05
C 0.02 0.21 -0.11
H -0.05 -0.01 -0.12
H -0.13 0.10 -0.07
H 0.20 -0.21 -0.02
H -0.29 -0.07 -0.08
H 0.13 0.11 0.26

The calculation puts the highest occupied orbital energy (spin up / spin down) at -21.0 / -21.0 eV. As for the spin multiplicity: 5. For the relative energy (zero: lowest compared OMol25 entry of this formula, charge and spin), the calculation gives 4.9 kcal/mol. As for the charge: +3. The expectation value of S² is 6.005. Its electronic energy is -1442.416424 a.u. The HOMO-LUMO gap (spin up / spin down) comes out at 0.23255 / 0.22703 Eh.

***

(7)
# C5H8F3N2O2S

An isolated ion of composition C5H8F3N2O2S and charge +1 (ωB97M-V with the def2-TZVPD basis set, OMol25).

Atoms and positions in Å:
C 0.63200 -0.75549 2.16652
C -0.97725 -1.21437 0.48515
C -1.02367 -0.13164 -0.56699
C 2.30829 1.85123 -1.08030
C -2.40495 0.21008 -1.16533
N 0.05573 -0.10173 3.01071
N 0.30318 -1.38452 0.98058
O 2.00017 -0.40060 -2.40164
O -0.02595 0.56555 -0.90249
F -2.41055 1.23502 -2.01422
F -3.00963 -0.81415 -1.74163
F -3.22626 0.55670 -0.08125
S 1.86582 0.07127 -1.12354
H 1.76640 -0.90975 2.56119
H -1.69874 -1.06572 1.31938
H -1.35448 -2.18148 0.04297
H 1.34068 2.38789 -0.87556
H 2.98420 1.80526 -0.21897
H 2.73952 2.14857 -2.01763
H -0.90359 0.07972 3.04708
H 1.03908 -1.95185 0.57596

Force components x, y, z for each atom (eV/Å):
C 5.55 -1.90 0.39
C -1.13 -1.46 -1.16
C 1.11 0.96 0.33
C -1.80 -1.01 0.96
C -2.59 1.51 0.61
N -0.84 1.61 2.22
N 1.36 0.10 1.17
O 0.10 -1.93 -5.24
O -2.97 -1.23 -0.18
F 0.60 -0.60 0.62
F 0.80 -0.35 0.03
F 1.59 -0.34 -1.16
S 1.03 2.55 5.00
H -2.11 -0.15 -1.92
H 0.17 0.46 -0.67
H 0.09 0.91 -0.03
H 1.26 -0.21 -0.01
H 0.03 0.74 -0.17
H 0.34 0.01 -0.35
H -1.90 0.37 -0.45
H -0.69 -0.04 0.00

The calculation puts the highest occupied orbital energy at -13.4 eV. For the relative energy (zero: lowest compared OMol25 entry of this formula, charge and spin), the calculation gives 42.7 kcal/mol. As for the charge: +1. Its electronic energy is -1152.707127 a.u. The HOMO-LUMO gap comes out at 0.26104 Eh.